# C7H23NO5

6 unconnected molecules or ions with the total composition C7H23NO5 (the ωB97M-V functional and the def2-TZVPD basis, the OMol25 dataset).

Output
Strongest force on any atom in eV/A: 2.5
LUMO level in eV: 0.4
ΔE to the lowest compared entry with this formula, charge and spin in kJ/mol: 181.1
Energy in eV: -19358.0794

Last columns: bonded neighbours and bond lengths (Å).
Geometry (Å):
1 C -1.48134 -3.10122 1.29006  C2 1.519, H9 1.084, H10 1.096, H11 1.088
2 C -0.17705 -2.47482 0.82818  C1 1.519, C3 1.332, H12 1.078
3 C -0.25626 -1.26585 0.27437  C2 1.332, C4 1.496, H13 1.085
4 C 0.87825 -0.57885 -0.41831  C3 1.496, C5 1.332, H14 1.082
5 C 2.14677 -0.93265 -0.21745  C4 1.332, C6 1.517, H15 1.084
6 C 3.30376 -0.14184 -0.79752  C5 1.517, C7 1.534, H16 1.086, H17 1.097
7 C 3.11772 0.22415 -2.27556  C6 1.534, N8 1.452, H18 1.093, H19 1.101
8 N 2.21190 1.32964 -2.53266  C7 1.452, H20 1.008, H21 1.003
9 H -2.38971 -2.78423 0.79053  C1 1.084
10 H -1.57773 -2.86384 2.35573  C1 1.096
11 H -1.41646 -4.18686 1.26335  C1 1.088
12 H 0.70424 -3.09178 0.75543  C2 1.078
13 H -1.16602 -0.68617 0.15858  C3 1.085
14 H 0.62918 0.34670 -0.92036  C4 1.082
15 H 2.45547 -1.62818 0.55444  C5 1.084
16 H 4.26494 -0.64346 -0.73907  C6 1.086
17 H 3.33791 0.82700 -0.28478  C6 1.097
18 H 2.81577 -0.64189 -2.86935  C7 1.093
19 H 4.10030 0.49917 -2.69026  C7 1.101
20 H 2.17836 2.06453 -1.84390  N8 1.008
21 H 2.14841 1.69153 -3.46606  N8 1.003
22 O -0.51281 0.31796 4.09874  H23 0.962, H24 0.964
23 H -1.43905 0.26509 4.35373  O22 0.962
24 H -0.39621 1.23796 3.83718  O22 0.964
25 O 0.34793 1.46983 1.98339  H26 0.967, H27 0.964
26 H 0.30522 0.51284 2.11237  O25 0.967
27 H 0.53219 1.55265 1.04065  O25 0.964
28 O -3.03722 1.06574 -0.04373  H29 0.961, H30 0.963
29 H -2.73840 0.91502 0.85681  O28 0.961
30 H -3.73524 0.45236 -0.29777  O28 0.963
31 O -3.30434 -0.68623 -2.07439  H32 0.962, H33 0.964
32 H -3.20738 -1.55130 -2.48433  O31 0.962
33 H -2.53483 -0.58559 -1.50178  O31 0.964
34 O -1.10441 3.14989 -0.74817  H35 0.967, H36 0.972
35 H -1.79686 3.71153 -1.12249  O34 0.967
36 H -1.69911 2.51840 -0.31061  O34 0.972